Here is a cluster of 4 separate species, C36H76IN5O20P3 in total at a distorted geometry from the Open Molecules 2025 dataset. Energies are from ωB97M-V with the def2-TZVPD basis set.

The geometry in XYZ format:
```
141
C36H76IN5O20P3 ωB97M-V with the def2-TZVPD basis set
C 1.25 6.05 1.99
C 1.35 7.39 1.02
O 2.30 7.22 -0.09
C 1.62 7.04 -1.39
C 1.60 5.46 -1.81
O 0.29 5.06 -2.40
C -0.52 4.39 -1.36
C -0.09 2.84 -1.04
O -0.16 1.92 -2.18
C 1.11 1.83 -2.91
N 2.07 0.77 -2.40
C 1.57 -0.11 -1.28
N 2.71 -1.04 -0.91
C 3.82 -0.65 -1.91
N 5.03 -1.26 -1.93
C 5.24 -2.35 -0.86
C 5.50 -1.65 0.64
O 5.95 -0.37 0.77
O 5.26 -2.44 1.87
C 3.77 -2.44 1.99
C 2.99 -1.04 2.47
O 3.13 -3.57 1.65
C 6.19 -1.03 -2.86
C 7.27 0.05 -2.20
O 6.65 1.31 -1.76
C 8.53 0.23 -3.24
N 9.57 1.24 -2.72
N 3.38 0.47 -2.81
C 4.01 1.25 -3.93
C 3.64 0.44 -5.34
O 4.00 0.86 -6.56
I 2.51 -1.48 -5.28
H 0.10 5.84 2.19
H 1.76 6.24 3.04
H 1.72 5.15 1.40
H 1.76 8.29 1.68
H 0.25 7.63 0.70
H 0.55 7.51 -1.46
H 2.30 7.60 -2.19
H 1.90 4.79 -0.88
H 2.44 5.27 -2.63
H -0.33 5.01 -0.36
H -1.70 4.48 -1.55
H 0.98 2.72 -0.56
H -0.87 2.44 -0.24
H 1.64 2.89 -2.99
H 0.83 1.55 -4.04
H 0.54 -0.16 -0.73
H 6.19 -3.01 -1.05
H 4.32 -3.12 -0.82
H 2.07 -0.86 1.76
H 2.57 -1.24 3.57
H 3.73 -0.13 2.48
H 6.80 -2.06 -2.91
H 5.91 -0.78 -3.97
H 7.71 -0.47 -1.22
H 7.19 1.76 -1.05
H 9.06 -0.84 -3.29
H 8.23 0.48 -4.34
H 9.22 2.16 -3.10
H 9.48 1.28 -1.67
H 3.59 2.35 -4.07
H 5.17 1.34 -3.91
O -3.65 -1.06 1.93
P -3.53 -1.52 0.46
O -4.91 -0.77 -0.04
C -4.87 0.63 -0.28
C -4.12 0.94 -1.56
O -4.24 -2.99 0.79
C -4.09 -3.61 2.06
C -5.33 -3.37 2.90
O -3.39 -2.04 -1.19
C -3.20 -3.41 -1.52
C -4.53 -4.04 -1.91
H -4.42 1.14 0.58
H -5.90 0.97 -0.37
H -3.06 0.68 -1.45
H -4.18 2.01 -1.80
H -4.51 0.36 -2.40
H -3.18 -3.27 2.57
H -3.97 -4.69 1.89
H -5.57 -2.31 2.98
H -5.22 -3.79 3.90
H -6.20 -3.85 2.42
H -2.71 -3.95 -0.72
H -2.53 -3.44 -2.39
H -5.28 -3.96 -1.11
H -4.41 -5.10 -2.15
H -4.96 -3.53 -2.78
O -0.43 -6.35 -2.86
P 0.24 -7.73 -2.72
O -0.85 -8.31 -1.62
C -2.11 -8.76 -2.10
C -1.98 -10.08 -2.82
O 1.34 -7.17 -1.59
C 1.79 -5.82 -1.62
C 1.04 -5.00 -0.58
O 1.00 -9.28 -2.56
C 2.38 -9.41 -2.28
C 2.59 -9.67 -0.79
H -2.56 -8.00 -2.74
H -2.76 -8.88 -1.23
H -1.40 -9.96 -3.74
H -2.96 -10.48 -3.08
H -1.45 -10.82 -2.20
H 1.70 -5.39 -2.62
H 2.86 -5.83 -1.38
H -0.04 -5.08 -0.71
H 1.33 -3.95 -0.63
H 1.26 -5.38 0.42
H 2.94 -8.54 -2.63
H 2.75 -10.27 -2.84
H 2.15 -8.88 -0.16
H 3.65 -9.75 -0.55
H 2.09 -10.60 -0.49
O -2.84 6.49 3.50
P -3.54 5.83 4.71
O -4.49 4.83 3.78
C -3.91 3.67 3.24
C -3.67 2.62 4.31
O -4.65 7.07 4.83
C -4.31 8.40 4.46
C -4.86 8.71 3.08
O -4.33 5.09 6.06
C -4.94 5.86 7.08
C -6.44 5.95 6.84
H -2.98 3.92 2.72
H -4.61 3.27 2.49
H -2.91 2.96 5.02
H -3.33 1.68 3.87
H -4.59 2.44 4.88
H -3.24 8.57 4.52
H -4.78 9.07 5.19
H -4.53 7.98 2.34
H -4.56 9.70 2.75
H -5.96 8.66 3.09
H -4.48 6.85 7.17
H -4.77 5.34 8.03
H -6.68 6.38 5.86
H -6.92 6.57 7.60
H -6.89 4.95 6.85
```

Values from the calculation:
Molecular weight: 1118.8 g mol⁻¹
Energy: -122906.4491 eV
Frontier orbital gap: 7.50 eV
Total charge: +1
Maximum force: 9.683 eV/Å
HOMO: -11.220 eV

=====

Here is a cluster of 25 separate species, C32H114O32 in total at a distorted geometry from the Open Molecules 2025 dataset. Energies are from ωB97M-V with the def2-TZVPD basis set.

The geometry in XYZ format:
```
178
C32H114O32 ωB97M-V with the def2-TZVPD basis set
C 1.75 -1.87 -5.41
O 1.20 -0.82 -4.59
H 1.03 -2.27 -6.12
H 2.60 -1.48 -5.98
H 2.05 -2.70 -4.78
H 1.43 -0.02 -5.07
C 0.89 3.97 -2.84
O 0.20 4.05 -1.61
H 0.37 4.58 -3.57
H 1.94 4.27 -2.88
H 0.76 2.93 -3.12
H -0.32 4.86 -1.58
C -3.38 1.30 -3.97
O -3.84 0.77 -5.17
H -2.40 1.74 -4.15
H -4.02 2.05 -3.52
H -3.26 0.48 -3.26
H -4.49 1.40 -5.50
C 0.17 1.63 3.30
O 0.50 0.24 3.45
H -0.07 2.02 4.29
H 1.00 2.13 2.81
H -0.74 1.76 2.72
H 1.32 0.22 3.95
C -3.48 -2.82 0.43
O -3.92 -3.98 -0.12
H -3.96 -1.98 -0.08
H -3.65 -2.76 1.50
H -2.41 -2.66 0.31
H -3.68 -4.00 -1.05
C -0.95 4.62 1.40
O -1.70 5.26 2.43
H -1.25 4.90 0.39
H 0.13 4.60 1.56
H -1.22 3.57 1.54
H -1.54 6.21 2.36
C -3.27 2.08 0.61
O -4.65 2.30 0.23
H -2.98 1.04 0.45
H -2.58 2.67 0.01
H -3.18 2.27 1.68
H -4.88 3.20 0.44
C -2.86 5.40 -2.26
O -1.75 6.20 -2.27
H -3.68 5.73 -2.90
H -2.64 4.35 -2.50
H -3.27 5.37 -1.25
H -2.01 7.13 -2.24
C -3.38 -0.65 3.44
O -4.73 -1.05 3.68
H -3.16 -0.50 2.38
H -3.02 0.12 4.12
H -2.79 -1.54 3.67
H -4.73 -1.28 4.62
C 3.74 1.11 -3.10
O 4.78 0.60 -2.23
H 3.98 2.05 -3.59
H 3.52 0.43 -3.92
H 2.76 1.27 -2.64
H 4.54 0.82 -1.33
C 0.93 -4.73 -2.22
O 1.62 -5.60 -3.08
H 1.44 -4.71 -1.25
H 0.92 -3.70 -2.57
H -0.09 -5.08 -2.05
H 2.52 -5.32 -3.28
C 4.94 -2.32 -1.46
O 4.74 -3.68 -1.07
H 5.67 -2.31 -2.26
H 4.12 -1.76 -1.90
H 5.36 -1.73 -0.64
H 4.50 -4.12 -1.89
C -2.89 -5.15 3.84
O -2.03 -4.01 4.18
H -2.23 -6.00 3.67
H -3.51 -5.48 4.68
H -3.53 -4.92 2.99
H -1.42 -3.78 3.47
C 3.80 0.13 1.23
O 3.72 1.01 0.12
H 4.84 -0.06 1.50
H 3.38 0.56 2.14
H 3.46 -0.87 0.96
H 3.00 1.62 0.26
C 3.50 4.82 -0.51
O 2.63 5.02 0.58
H 3.31 3.82 -0.92
H 3.51 5.46 -1.39
H 4.50 4.77 -0.09
H 1.88 5.60 0.41
C -1.84 -6.66 -0.27
O -0.92 -5.89 0.39
H -1.81 -7.72 0.00
H -2.82 -6.32 0.06
H -1.68 -6.62 -1.35
H -1.18 -4.98 0.23
C -1.42 -0.89 6.43
O -1.27 -0.02 7.55
H -1.03 -0.39 5.54
H -0.76 -1.76 6.44
H -2.45 -1.13 6.19
H -1.19 -0.57 8.33
C 0.88 2.35 -6.23
O 2.04 1.58 -6.09
H 0.92 3.06 -7.06
H 0.00 1.72 -6.26
H 0.66 2.91 -5.32
H 2.78 2.09 -6.43
C 1.42 -5.02 2.93
C 0.94 -3.60 2.59
O -0.43 -3.63 2.06
O 1.50 -5.79 1.68
H 0.60 -5.52 3.44
H 2.26 -5.14 3.61
H 1.65 -3.17 1.88
H 0.83 -2.97 3.47
H -0.60 -2.77 1.68
H 0.59 -5.82 1.37
C -2.24 -3.06 -3.32
C -2.56 -2.86 -4.86
O -1.68 -3.61 -5.69
O -2.64 -4.33 -2.78
H -2.77 -2.28 -2.76
H -1.17 -2.88 -3.25
H -2.43 -1.82 -5.17
H -3.61 -3.17 -4.90
H -1.71 -4.54 -5.46
H -2.27 -5.00 -3.36
C -0.05 -0.90 -0.39
C -0.05 0.50 -1.07
O 0.50 1.53 -0.20
O -0.69 -0.87 0.87
H 0.99 -1.18 -0.25
H -0.48 -1.59 -1.11
H -1.06 0.89 -1.16
H 0.36 0.42 -2.07
H 0.41 2.36 -0.66
H -0.09 -0.31 1.37
C 5.86 -4.64 2.54
C 6.97 -3.75 1.93
O 6.97 -3.96 0.55
O 4.48 -4.26 2.19
H 5.85 -4.68 3.63
H 6.03 -5.66 2.20
H 7.96 -4.08 2.25
H 6.93 -2.69 2.15
H 6.09 -3.83 0.19
H 4.40 -4.06 1.25
C -6.45 -0.31 -1.62
C -7.08 0.96 -2.22
O -8.23 0.62 -3.04
O -7.17 -1.14 -0.74
H -5.57 -0.11 -1.00
H -6.20 -0.99 -2.43
H -6.36 1.64 -2.67
H -7.47 1.53 -1.38
H -8.81 0.01 -2.58
H -7.14 -0.76 0.15
C 2.78 1.91 5.95
C 2.28 1.22 7.27
O 3.35 0.52 7.88
O 2.94 0.96 4.86
H 3.71 2.35 6.32
H 2.06 2.69 5.68
H 1.38 0.61 7.27
H 1.95 2.01 7.94
H 3.72 -0.15 7.30
H 3.77 0.50 5.02
C 1.94 8.82 -0.98
C 0.62 8.21 -0.55
O 0.83 7.20 0.32
O 2.46 9.51 0.09
H 1.77 9.48 -1.83
H 2.54 7.99 -1.35
H 0.05 7.82 -1.39
H -0.05 8.93 -0.09
H 0.16 7.29 1.01
H 2.84 8.86 0.69
```

Values from the calculation:
Molecular weight: 1011.2 g mol⁻¹
Energy: -100539.5941 eV
Frontier orbital gap: 8.90 eV
Total charge: 0
Maximum force: 3.065 eV/Å
HOMO: -9.269 eV

=====

Here is a cluster of 9 separate species, C32H48F3IN2O7S2 in total at a distorted geometry from the Open Molecules 2025 dataset. Energies are from ωB97M-V with the def2-TZVPD basis set.

The geometry in XYZ format:
```
95
C32H48F3IN2O7S2 ωB97M-V with the def2-TZVPD basis set
C -0.27 -4.83 -1.94
C -1.03 -5.86 -1.26
O -0.85 -7.05 -1.50
N -2.15 -5.41 -0.25
H -2.32 -6.22 0.45
H -1.89 -4.30 0.12
C -3.53 -5.18 -0.92
H 0.40 -5.09 -2.79
H 0.32 -4.21 -1.21
H -0.79 -4.00 -2.22
H -4.15 -6.13 -1.19
H -3.44 -4.76 -1.90
H -4.11 -4.64 -0.23
C 0.06 -0.23 0.45
C -1.46 0.17 0.55
O -1.79 1.28 1.00
N -2.45 -0.88 0.11
H -2.34 -1.19 -0.76
H -2.30 -1.82 0.37
C -3.82 -0.61 0.48
H 0.58 -1.14 0.97
H 0.69 0.74 0.63
H 0.26 -0.50 -0.45
H -4.40 -1.23 -0.03
H -3.97 0.50 0.24
H -3.98 -0.62 1.57
I -2.00 -0.89 -3.25
O -1.41 -3.16 0.70
H -0.58 -3.23 0.85
F 3.09 -1.51 -5.45
C 3.43 -1.74 -4.20
C 4.66 -2.38 -3.90
C 5.08 -2.55 -2.61
C 4.23 -2.26 -1.56
C 2.83 -1.66 -1.76
C 2.51 -1.52 -3.11
H 5.37 -2.79 -4.75
H 5.94 -2.92 -2.31
H 4.44 -2.59 -0.44
H 2.20 -1.75 -0.92
H 1.52 -0.95 -3.44
F -8.04 4.14 0.33
C -7.06 3.53 1.01
C -7.10 2.19 1.28
C -6.09 1.44 1.88
C -4.96 2.20 2.31
C -4.93 3.60 2.12
C -5.93 4.27 1.47
H -7.99 1.69 1.04
H -6.25 0.55 2.08
H -4.12 1.63 2.99
H -4.16 4.10 2.38
H -5.82 5.27 0.99
F 0.23 4.61 -4.72
C 0.43 4.28 -3.46
C -0.51 3.35 -2.97
C -0.59 3.13 -1.58
C 0.18 3.75 -0.65
C 1.26 4.62 -1.11
C 1.34 4.90 -2.52
H -1.29 3.01 -3.64
H -1.32 2.46 -1.33
H 0.05 3.49 0.34
H 1.89 4.93 -0.44
H 2.13 5.50 -2.73
C 1.20 -1.57 4.70
C 1.43 -0.14 4.12
C 0.15 0.57 4.03
S -1.23 -0.38 4.50
O -2.11 -0.58 3.47
O -1.60 0.02 5.85
C -0.30 -1.95 4.55
H 1.43 -1.74 5.76
H 1.73 -2.34 4.18
H 1.92 -0.26 3.09
H 2.07 0.41 4.61
H -0.13 0.88 2.97
H 0.15 1.40 4.59
H -0.62 -2.47 3.61
H -0.50 -2.39 5.42
C 5.61 3.21 -0.99
C 4.65 2.82 -1.99
C 4.22 1.49 -1.89
S 4.63 0.98 -0.21
O 5.79 0.20 -0.41
O 3.48 0.48 0.48
C 5.08 2.60 0.40
H 5.59 4.08 -1.03
H 6.62 2.97 -1.12
H 5.30 2.73 -3.04
H 3.78 3.54 -2.13
H 4.72 0.85 -2.50
H 3.10 1.33 -2.06
H 5.73 2.63 1.26
H 4.18 3.14 0.58
```

Values from the calculation:
Molecular weight: 820.8 g mol⁻¹
Energy: -89185.6487 eV
Frontier orbital gap: 7.39 eV
Total charge: 0
Maximum force: 14.538 eV/Å
HOMO: -7.487 eV

=====

Here is a structure of composition C13H15AgF5O4PS2 at a distorted geometry from the Open Molecules 2025 dataset. Energies are from ωB97M-V with the def2-TZVPD basis set.

The geometry in XYZ format:
```
41
C13H15AgF5O4PS2 ωB97M-V with the def2-TZVPD basis set
Ag -0.31 -1.52 -0.04
C 4.22 -2.26 1.35
C 2.71 -2.11 1.27
S 2.17 -2.11 -0.41
C 1.95 -1.95 2.37
C 2.52 -2.07 3.76
S 0.23 -1.56 2.47
H 4.59 -2.38 0.34
H 4.54 -3.12 1.94
H 4.67 -1.36 1.79
H 3.58 -2.34 3.76
H 1.96 -2.84 4.31
H 2.39 -1.13 4.31
F -5.66 2.49 -2.22
C -4.85 1.43 -1.91
C -5.29 0.42 -1.06
F -6.56 0.50 -0.56
C -4.49 -0.64 -0.73
F -5.00 -1.59 0.09
C -3.15 -0.80 -1.23
O -2.41 -1.77 -0.96
C -2.76 0.26 -2.12
F -1.52 0.18 -2.67
C -3.56 1.33 -2.44
F -3.14 2.30 -3.29
C -1.48 2.44 0.43
O -0.61 2.28 -0.66
P 0.48 1.07 -0.55
O 1.30 1.44 -1.90
C 1.45 0.53 -2.97
O 1.43 1.88 0.51
C 2.58 1.26 1.05
H -2.24 3.17 0.13
H -0.95 2.80 1.31
H -1.97 1.50 0.69
H 0.64 0.64 -3.69
H 1.48 -0.50 -2.61
H 2.41 0.77 -3.45
H 3.06 2.01 1.68
H 3.26 0.95 0.26
H 2.32 0.38 1.65
```

Values from the calculation:
Molecular weight: 533.2 g mol⁻¹
Energy: -70461.6019 eV
Frontier orbital gap: 4.98 eV
ΔE to the lowest compared entry with this formula, charge and spin: 2.55 kcal per mole
Total charge: -2
Maximum force: 1.261 eV/Å
HOMO: 0.021 eV

=====

Question: What is the maximum force in the third record?
Answer: 14.538 eV/Å

=====

Question: Look up the molecular weight of the first one.
Answer: 1118.8 g mol⁻¹

=====

Question: Which of these has the lowest maximum force?
Answer: C13H15AgF5O4PS2

=====

Question: What is the maximum force in the first record?
Answer: 9.683 eV/Å